# C3H9N3O2

A cluster of 2 separate species, C3H9N3O2 in total (wB97M-V/def2-TZVPD, the OMol25 dataset).

Output
* 2S+1: 2
* orbital gap (spin up / spin down): 9.78 / 4.58 eV
* max |F|: 0.037 hartree/bohr
* total charge: +1
* energy relative to the best compared isomer or geometry (same formula, charge and spin): 0.918 eV

```
17
C3H9N3O2 wB97M-V/def2-TZVPD
N -0.531 -1.625 1.859
C -0.770 -1.552 0.503
N -1.957 -0.850 0.228
O -0.013 -1.969 -0.342
H -1.336 -1.601 2.464
H 0.171 -2.270 2.171
H -2.013 0.064 0.652
H -2.087 -0.765 -0.775
C -0.166 1.836 -0.332
N 0.967 1.097 -0.193
C 1.781 0.716 -1.316
O -0.443 2.351 -1.402
H -0.819 1.944 0.532
H 1.231 0.715 0.722
H 2.159 -0.293 -1.169
H 2.632 1.414 -1.376
H 1.194 0.788 -2.226
```

=====

# C5H14B2NO4S

The ion C5H14B2NO4S with charge +1 (wB97M-V/def2-TZVPD, the OMol25 dataset).

Output
* 2S+1: 1
* orbital gap: 9.27 eV
* max |F|: 0.036 hartree/bohr
* total charge: +1

```
27
C5H14B2NO4S wB97M-V/def2-TZVPD
C 0.448 -1.732 2.281
C -0.547 -0.586 2.175
O 0.113 0.560 1.524
B -0.676 1.417 0.847
O -1.773 2.023 1.326
S -0.320 1.991 -0.953
N -0.742 0.788 -2.072
C -0.626 -0.463 -1.753
C -1.798 -1.340 -2.044
C 0.608 -1.106 -1.199
B 1.549 2.347 -0.911
O 1.943 3.034 0.181
O 2.330 1.939 -1.943
H 0.882 -1.752 3.275
H -0.004 -2.685 2.027
H 1.271 -1.547 1.598
H -1.431 -0.845 1.596
H -0.839 -0.255 3.169
H -1.928 1.800 2.252
H -2.570 -1.177 -1.295
H -1.522 -2.391 -2.056
H -2.193 -1.116 -3.034
H 0.414 -2.141 -0.941
H 1.359 -1.092 -1.990
H 1.008 -0.616 -0.315
H 2.364 3.883 -0.002
H 2.680 1.061 -1.744
```

=====

# C5H5N3O4

A cluster of 2 separate species, C5H5N3O4 in total (wB97M-V/def2-TZVPD, the OMol25 dataset).

Output
* 2S+1: 1
* orbital gap: 8.48 eV
* max |F|: 0.081 hartree/bohr
* SMILES string: N#CNC(=C=NO)C=O.O=CO
* energy relative to the best compared isomer or geometry (same formula, charge and spin): 3.390 eV

```
17
C5H5N3O4 wB97M-V/def2-TZVPD
N -4.328 -0.374 -0.069
C -3.375 0.149 0.208
N -2.284 0.835 0.522
C -1.059 0.467 -0.152
C 0.059 1.144 -0.034
N 1.052 1.694 0.304
O 1.856 2.624 -0.166
C -1.088 -0.761 -0.848
O -0.232 -1.082 -1.609
H -2.173 1.353 1.392
H 2.664 2.760 0.385
H -1.978 -1.300 -0.891
O 1.377 -1.300 1.282
C 2.278 -1.666 0.557
O 2.365 -1.454 -0.766
H 3.029 -2.305 1.057
H 1.837 -0.784 -1.171
```